(1)
3 unconnected molecules or ions with the total composition C40H49BrClN2O4S3, computed with the ωB97M-V functional and the def2-TZVPD basis.

Summary:
DFT total energy = -168508.0575 eV
HOMO-LUMO gap = 0.28766 Ha
HOMO energy = -10.7 eV

Geometry as ORCA input:
```
! wB97M-V def2-TZVPD RIJCOSX def2/J DEFGRID3
* xyz 1 1
C 0.05 -5.48 -1.57
C -0.68 -4.21 -2.03
C -0.80 -3.14 -0.94
O -2.15 -2.95 -0.61
C -2.55 -1.55 -0.56
C -3.31 -1.10 -1.81
C -4.53 -1.89 -2.32
C -4.29 -3.35 -2.65
Br -5.89 -4.10 -3.44
C -3.30 -1.32 0.75
C -4.73 -1.80 0.73
O -5.05 -2.95 0.63
Cl -5.94 -0.53 0.89
C -1.15 -0.84 -0.49
C -0.54 -0.93 0.90
C -1.15 0.61 -1.00
C 0.07 1.44 -0.60
C 0.11 2.74 -1.38
S 1.54 3.84 -1.13
C 1.94 3.84 0.60
S 2.07 5.24 1.39
N 2.28 2.56 1.11
C 3.55 2.08 0.61
C 3.69 0.71 0.42
C 4.87 0.18 -0.06
C 5.93 1.03 -0.35
C 5.79 2.39 -0.15
C 4.61 2.92 0.33
C 2.02 2.33 2.50
C 2.98 1.78 3.35
C 2.67 1.53 4.67
C 1.41 1.81 5.18
C 0.45 2.36 4.34
C 0.76 2.61 3.00
N -0.40 -1.77 -1.44
C 1.07 -1.66 -1.62
S 1.52 -0.64 -3.03
O 0.30 -0.53 -3.79
O 2.72 -1.20 -3.56
H 0.62 -5.92 -2.39
H 0.76 -5.26 -0.77
H -0.65 -6.21 -1.20
H -1.69 -4.42 -2.36
H -0.14 -3.78 -2.88
H -0.23 -3.41 -0.05
H -3.68 -0.10 -1.59
H -2.62 -1.00 -2.66
H -4.82 -1.40 -3.25
H -5.39 -1.79 -1.67
H -3.49 -3.44 -3.38
H -4.10 -3.94 -1.77
H -2.84 -1.88 1.56
H -3.28 -0.26 1.02
H -0.97 -0.15 1.53
H 0.53 -0.77 0.91
H -0.73 -1.88 1.40
H -2.06 1.09 -0.64
H -1.19 0.58 -2.09
H -0.01 1.69 0.46
H 1.01 0.90 -0.69
H 0.16 2.53 -2.46
H -0.82 3.28 -1.21
H 2.85 0.06 0.66
H 4.95 -0.89 -0.21
H 6.86 0.62 -0.73
H 6.62 3.04 -0.39
H 4.51 3.99 0.47
H 3.97 1.54 2.98
H 3.42 1.09 5.31
H 1.16 1.61 6.21
H -0.54 2.59 4.70
H 0.01 3.05 2.35
H -0.79 -1.77 -2.39
H 1.59 -1.34 -0.72
H 1.46 -2.64 -1.89
H 1.84 0.54 -2.45
C 6.44 -0.02 5.90
C 6.44 0.18 4.53
C 7.22 1.19 3.98
C 8.01 1.99 4.80
C 8.01 1.77 6.17
C 7.22 0.77 6.72
H 5.83 -0.81 6.33
H 5.83 -0.44 3.89
H 7.22 1.36 2.91
H 8.62 2.77 4.37
H 8.63 2.39 6.82
H 7.22 0.61 7.79
C -8.28 1.84 -3.13
C -8.50 2.29 -4.42
C -8.18 1.48 -5.51
C -7.63 0.22 -5.30
C -7.40 -0.23 -4.00
C -7.72 0.58 -2.92
H -8.53 2.46 -2.29
H -8.94 3.26 -4.59
H -8.35 1.83 -6.51
H -7.38 -0.41 -6.14
H -6.98 -1.21 -3.84
H -7.55 0.23 -1.91
*
```

=====

(2)
A molecular structure, C40H50AlClNO2Se, computed with the ωB97M-V functional and the def2-TZVPD basis.

Summary:
DFT total energy = -132348.4846 eV
relative energy (zero: lowest compared OMol25 entry of this formula, charge and spin) = 143.7 kJ/mol
HOMO-LUMO gap = 0.19504 Ha
HOMO energy = -3.1 eV

Geometry as ORCA input:
```
! wB97M-V def2-TZVPD RIJCOSX def2/J DEFGRID3
* xyz -1 1
Al 0.19 -2.26 -0.37
C 4.23 3.86 -2.60
C 3.53 3.85 -1.24
C 2.73 5.14 -1.07
C 4.60 3.81 -0.15
C 2.59 2.64 -1.16
C 2.75 1.61 -0.25
C 1.86 0.54 -0.26
Se 2.01 -0.87 1.02
C 0.54 -0.32 2.13
C 0.77 0.63 3.11
C -0.27 1.13 3.89
C -1.54 0.63 3.63
C -1.82 -0.33 2.66
C -0.75 -0.84 1.88
O -0.96 -1.75 0.97
C -3.25 -0.81 2.40
C -3.38 -2.31 2.68
C -3.64 -0.51 0.94
C -4.27 -0.10 3.30
C 0.02 2.19 4.95
C 1.04 1.66 5.96
C -1.24 2.60 5.71
C 0.59 3.45 4.27
C 0.78 0.44 -1.15
O -0.01 -0.59 -1.11
C 0.62 1.49 -2.10
C 1.52 2.54 -2.06
C -0.48 1.54 -3.18
C 0.19 1.58 -4.56
C -1.32 2.81 -2.97
C -1.45 0.35 -3.19
H 4.90 4.73 -2.68
H 3.51 3.93 -3.42
H 4.82 2.96 -2.74
H 3.39 6.01 -1.11
H 2.20 5.15 -0.12
H 1.98 5.26 -1.86
H 5.23 4.70 -0.22
H 5.24 2.93 -0.25
H 4.15 3.79 0.85
H 3.55 1.62 0.48
H 1.78 0.99 3.25
H -2.37 1.01 4.21
H -2.71 -2.89 2.05
H -4.40 -2.64 2.49
H -3.14 -2.53 3.72
H -2.97 -1.01 0.24
H -3.60 0.56 0.75
H -4.66 -0.85 0.75
H -4.08 -0.28 4.36
H -5.27 -0.47 3.07
H -4.28 0.98 3.13
H 0.66 0.77 6.46
H 1.26 2.41 6.72
H 1.98 1.39 5.48
H -1.69 1.75 6.23
H -1.99 3.03 5.05
H -0.99 3.35 6.46
H 1.51 3.22 3.73
H 0.81 4.22 5.01
H -0.12 3.85 3.55
H 1.39 3.34 -2.78
H 0.85 2.45 -4.67
H -0.57 1.64 -5.34
H 0.79 0.69 -4.72
H -0.71 3.71 -3.02
H -1.81 2.78 -2.00
H -2.09 2.87 -3.74
H -0.94 -0.60 -3.38
H -2.16 0.52 -4.00
H -2.00 0.25 -2.26
C 2.11 -2.35 -4.11
C 1.59 -3.48 -4.79
C 0.70 -4.29 -4.17
C 0.26 -4.04 -2.82
N 0.74 -2.89 -2.21
C 1.64 -2.11 -2.86
C -0.61 -4.88 -2.14
C -1.07 -6.11 -2.70
C -1.93 -6.95 -2.07
C -2.41 -6.59 -0.75
C -2.03 -5.47 -0.14
C -1.06 -4.49 -0.74
H 2.84 -1.69 -4.56
H 1.90 -3.71 -5.81
H 0.30 -5.14 -4.70
H 2.00 -1.25 -2.32
H -0.70 -6.40 -3.67
H -2.24 -7.88 -2.53
H -3.10 -7.26 -0.24
H -2.39 -5.24 0.86
Cl 1.53 -5.23 0.03
C 0.11 -4.13 0.22
H -0.22 -4.28 1.24
H -1.64 -3.54 -0.85
*
```

=====

(3)
A molecular structure, C40H50BKN12O4, computed with the ωB97M-V functional and the def2-TZVPD basis.

Summary:
DFT total energy = -85371.7261 eV
relative energy (zero: lowest compared OMol25 entry of this formula, charge and spin) = 71.0 kJ/mol
HOMO-LUMO gap = 0.22311 Ha
HOMO energy = -2.2 eV

Geometry as ORCA input:
```
! wB97M-V def2-TZVPD RIJCOSX def2/J DEFGRID3
* xyz -2 1
K -0.39 0.46 -1.44
C -0.24 3.73 1.83
C 0.25 2.73 0.95
N -0.75 2.01 0.47
N -1.88 2.50 1.00
C -1.61 3.54 1.83
B -3.29 2.00 0.61
N -3.57 2.29 -0.89
C -4.44 3.18 -1.42
C -4.45 3.00 -2.79
C -3.54 1.95 -3.00
N -3.02 1.53 -1.85
N -3.45 0.47 0.78
C -4.65 -0.16 0.81
C -4.42 -1.52 0.72
C -3.01 -1.62 0.63
N -2.45 -0.42 0.66
H 0.33 4.46 2.39
H 1.27 2.51 0.67
H -2.39 4.07 2.35
H -4.11 2.59 1.28
H -4.99 3.87 -0.79
H -5.03 3.55 -3.52
H -3.25 1.48 -3.93
H -5.57 0.39 0.88
H -5.15 -2.31 0.72
H -2.39 -2.50 0.55
O -0.69 4.51 -6.39
C -0.50 5.32 -5.39
O -0.38 6.53 -5.53
C -0.44 4.71 -4.03
C -0.34 5.45 -2.88
N -0.29 4.57 -1.86
N -0.34 3.31 -2.26
C -0.44 3.36 -3.58
C -0.52 2.05 -4.34
O -0.74 2.15 -5.60
O -0.39 1.00 -3.71
H -0.74 3.47 -6.06
H -0.30 6.52 -2.75
H -0.21 4.75 -0.87
C 0.00 1.33 4.54
C -0.92 0.30 3.88
C -2.37 0.56 4.27
C -0.43 -1.10 4.22
C -0.87 -1.76 5.37
C -0.35 -3.00 5.73
C 0.60 -3.59 4.91
C 1.04 -2.97 3.75
C 2.06 -3.68 2.87
C 1.62 -5.10 2.53
C 3.45 -3.69 3.52
C 0.54 -1.69 3.40
N 0.96 -1.05 2.24
C 2.09 -0.46 2.21
C 2.80 0.06 1.09
C 4.05 0.70 1.23
C 4.48 1.01 -0.05
C 3.46 0.53 -0.92
N 2.45 -0.03 -0.25
C 3.45 0.68 -2.43
C 4.87 0.57 -3.00
C 2.58 -0.41 -3.07
C 2.88 2.06 -2.78
H -0.36 2.35 4.34
H 1.02 1.26 4.13
H 0.04 1.18 5.62
H -0.83 0.41 2.80
H -2.48 0.71 5.35
H -3.02 -0.27 3.97
H -2.73 1.46 3.77
H -1.61 -1.29 6.00
H -0.68 -3.48 6.64
H 1.00 -4.56 5.18
H 2.14 -3.12 1.94
H 1.64 -5.75 3.41
H 2.28 -5.53 1.77
H 0.60 -5.09 2.14
H 3.42 -4.20 4.48
H 3.79 -2.66 3.69
H 4.18 -4.19 2.88
H 2.64 -0.32 3.16
H 4.57 0.89 2.16
H 5.40 1.50 -0.33
H 5.35 -0.36 -2.69
H 5.50 1.40 -2.65
H 4.84 0.61 -4.09
H 2.97 -1.40 -2.81
H 2.57 -0.30 -4.15
H 1.56 -0.35 -2.70
H 3.49 2.85 -2.32
H 1.86 2.16 -2.41
H 2.87 2.23 -3.87
C 1.00 -5.64 -1.44
C 0.17 -4.45 -1.78
C -0.91 -4.31 -2.62
C -1.27 -2.94 -2.57
N -0.46 -2.30 -1.75
N 0.40 -3.22 -1.28
C -2.37 -2.20 -3.27
H 0.72 -6.48 -2.07
H 0.86 -5.94 -0.40
H 2.06 -5.44 -1.59
H -1.38 -5.09 -3.21
H 1.10 -2.91 -0.61
H -2.86 -2.85 -4.00
H -1.97 -1.32 -3.77
H -3.11 -1.85 -2.54
*
```

=====

(4)
A molecular structure, C40H50BrFN6Tc, computed with the ωB97M-V functional and the def2-TZVPD basis.

Summary:
DFT total energy = -126174.9397 eV
relative energy (zero: lowest compared OMol25 entry of this formula, charge and spin) = 144.7 kJ/mol
HOMO-LUMO gap (alpha / beta) = 0.24148 / 0.23261 Ha
HOMO energy (alpha / beta) = -13.6 / -13.6 eV

Geometry as ORCA input:
```
! wB97M-V def2-TZVPD RIJCOSX def2/J DEFGRID3
* xyz 2 4
Tc 0.13 -0.26 1.20
C 0.26 2.09 -0.37
C -0.61 1.10 -1.02
C -1.63 0.74 -0.08
C -1.29 1.43 1.12
C -0.22 2.42 0.85
C 0.10 3.69 1.63
C 0.71 4.71 0.66
C 1.07 3.50 2.80
C -1.23 4.25 2.17
C -3.05 0.10 -0.10
C -3.67 -0.23 -1.46
C -3.06 -1.18 0.76
C -4.02 1.12 0.55
C -0.41 0.88 -2.52
C -1.45 1.80 -3.20
C 0.99 1.36 -2.96
C -0.54 -0.56 -3.04
H 1.07 2.59 -0.88
H -2.00 1.56 1.92
H 1.69 4.39 0.29
H 0.85 5.66 1.18
H 0.06 4.89 -0.20
H 1.98 2.96 2.50
H 0.59 2.99 3.63
H 1.38 4.48 3.16
H -1.98 4.36 1.38
H -1.05 5.23 2.61
H -1.64 3.61 2.96
H -3.10 -0.94 -2.05
H -3.84 0.67 -2.05
H -4.64 -0.69 -1.28
H -2.65 -2.03 0.21
H -4.08 -1.44 1.06
H -2.48 -1.06 1.69
H -3.85 2.13 0.18
H -3.96 1.13 1.64
H -5.05 0.85 0.30
H -1.54 2.77 -2.71
H -2.43 1.34 -3.25
H -1.11 1.98 -4.23
H 1.08 2.45 -2.96
H 1.14 1.03 -3.99
H 1.79 0.94 -2.36
H -1.24 -1.17 -2.50
H 0.43 -1.06 -3.02
H -0.84 -0.53 -4.09
F -3.11 -4.11 5.68
C -2.17 -3.61 4.88
C -1.14 -2.87 5.44
C -0.17 -2.34 4.61
C -0.21 -2.54 3.23
C 0.85 -1.97 2.34
C -1.24 -3.33 2.71
C -2.23 -3.86 3.53
H -1.11 -2.73 6.52
H 0.65 -1.78 5.04
H 1.17 -2.68 1.59
H 1.72 -1.63 2.90
H -1.25 -3.56 1.65
H -3.03 -4.48 3.13
Br 3.29 1.36 5.72
C 1.57 1.01 5.10
C 0.46 1.11 5.93
C -0.79 0.84 5.39
C -0.90 0.49 4.06
N 0.17 0.43 3.26
C 1.39 0.67 3.78
H 0.58 1.38 6.97
H -1.68 0.88 6.00
H -1.86 0.24 3.63
H 2.25 0.60 3.12
C 3.08 -0.30 -0.52
C 2.10 -1.37 -0.87
N 0.87 -1.47 -0.37
C 0.32 -2.66 -0.85
C 1.22 -3.24 -1.67
N 2.33 -2.41 -1.69
C 3.49 -2.55 -2.59
N 3.41 -1.65 -3.69
N 4.06 -0.44 -3.60
N 3.74 0.28 -4.61
C 2.84 -0.45 -5.39
C 2.20 -0.09 -6.58
C 1.33 -1.01 -7.12
C 1.11 -2.27 -6.51
C 1.75 -2.63 -5.35
C 2.62 -1.68 -4.80
H 2.57 0.53 -0.04
H 3.60 0.08 -1.40
H 3.84 -0.69 0.16
H -0.67 -2.98 -0.59
H 1.17 -4.15 -2.25
H 3.51 -3.58 -2.94
H 4.40 -2.34 -2.04
H 2.39 0.87 -7.04
H 0.82 -0.78 -8.05
H 0.44 -2.97 -6.99
H 1.59 -3.61 -4.90
*
```